Computed, not measured: a 2-piece molecular cluster, C4H13N2O overall in a non-equilibrium geometry, with ωB97M-V/def2-TZVPD.

Its HOMO energy (alpha / beta) is -0.1290 / -0.3107 Eh. The calculation puts the relative energy (zero: lowest compared OMol25 entry of this formula, charge and spin) at 34.5 kcal/mol. Its expectation value of S² is 0.754. As for the total charge: 0. The value obtained for the total energy is -344.82607 Ha. For the LUMO energy (alpha / beta), the calculation gives 0.8 / 0.6 eV. Its HOMO-LUMO gap (alpha / beta) is 4.31 / 9.10 eV. The multiplicity is 2.

Last column: Löwdin charge in e.
Geometry (Å):
C 1.308 -0.839 2.063  -0.1520
C 0.010 -0.144 1.859  -0.2553
C 0.244 1.125 0.911  -0.1995
N -1.156 0.995 -1.847  0.0409
C 0.115 1.020 -1.664  -0.3936
N 0.750 0.902 -0.472  -0.0823
H 1.784 -1.066 1.110  0.0612
H 1.187 -1.622 2.778  0.0577
H 2.040 -0.179 2.583  0.0835
H -0.867 -0.758 1.593  0.1018
H -0.277 0.428 2.788  0.1089
H -0.659 1.718 0.743  0.1002
H 1.084 1.776 1.308  0.1209
H -1.603 0.734 -2.703  0.0805
H -1.780 0.896 -1.104  0.0643
H 0.839 0.988 -2.561  0.1208
H 1.762 0.635 -0.629  0.1314
H -2.354 -2.312 -2.607  0.0821
H -0.862 -2.434 -1.986  -0.0053
O -1.566 -1.862 -2.163  -0.0662